Here is a molecular structure, C18H54BrF3FeN16O12 at a distorted geometry from the OMol25 dataset. Energies are from ωB97M-V/def2-TZVPD.

The geometry in XYZ format:
```
105
Properties=species:S:1:pos:R:3:mulliken_charge:R:1
Br -3.17 -23.51 -12.83 -0.21
Fe -1.66 -22.13 -14.21 1.46
F 1.59 -24.17 -16.85 -0.23
F 3.16 -23.58 -15.48 -0.29
F 2.65 -25.56 -15.75 -0.28
O 0.17 -27.26 -9.96 -0.56
O -0.16 -23.47 -14.71 -0.78
O 1.31 -22.42 -8.09 -0.67
O -2.49 -19.60 -10.59 -0.77
O -7.77 -24.82 -13.66 -0.53
O -2.32 -26.49 -15.57 -0.72
O -0.56 -21.30 -12.88 -0.62
O 1.62 -23.79 -13.27 -0.12
O -5.58 -26.58 -8.97 -0.71
O -2.81 -22.56 -15.91 -0.33
O -0.91 -20.57 -15.40 -0.30
O -2.96 -20.62 -13.90 -0.06
N -4.67 -26.31 -11.03 0.17
N 0.02 -20.24 -11.00 -0.04
N -0.91 -22.17 -8.33 -0.05
N -4.45 -22.23 -17.41 -0.37
N 0.32 -20.01 -17.15 -0.37
N -3.96 -20.24 -8.95 -0.44
N -3.63 -18.98 -15.18 -0.33
N -0.23 -23.46 -6.84 -0.37
N -2.15 -19.04 -8.52 -0.33
N -3.98 -26.74 -14.05 0.24
N -3.86 -24.27 -16.88 -0.09
N 1.52 -20.84 -12.41 -0.19
N 0.46 -18.84 -15.49 -0.36
N -4.95 -24.59 -9.78 -0.19
N -2.83 -28.46 -14.71 -0.42
N -3.80 -18.66 -13.05 -0.36
C 1.02 -24.24 -14.47 -0.20
C -3.40 -19.49 -13.99 0.28
C -1.20 -25.50 -9.60 -0.27
C -0.95 -26.61 -11.93 0.09
C 2.63 -24.14 -11.15 -0.92
C 0.27 -20.82 -12.11 0.35
C 2.09 -24.37 -15.66 0.76
C 2.71 -24.57 -12.61 -0.45
C -7.05 -25.72 -15.90 -0.68
C -2.86 -19.60 -9.44 0.60
C 0.17 -22.62 -7.73 0.68
C -2.98 -27.19 -14.84 0.72
C -0.07 -19.89 -15.97 0.54
C -7.86 -24.72 -15.11 0.37
C -5.15 -25.91 -9.89 0.52
C -1.08 -26.75 -10.38 0.26
C -7.44 -23.32 -15.57 -0.91
C -3.63 -23.02 -16.75 0.36
H 3.70 -24.43 -13.04 0.37
H -4.43 -24.12 -10.51 -0.03
H -1.14 -25.63 -8.52 0.34
H -3.36 -24.99 -16.38 -0.06
H -4.54 -25.58 -11.72 -0.07
H -2.11 -28.88 -15.28 0.26
H 0.34 -18.51 -14.55 0.19
H 2.20 -20.32 -11.86 0.25
H -6.85 -24.61 -13.50 0.30
H 0.42 -24.00 -6.29 0.24
H 0.82 -19.85 -10.52 0.11
H -7.71 -23.01 -16.58 0.42
H -0.84 -19.80 -10.71 0.11
H 1.01 -18.33 -16.17 0.12
H -0.69 -27.55 -12.40 0.49
H -1.83 -22.37 -7.98 0.16
H -3.56 -28.98 -14.24 0.15
H -4.48 -20.81 -9.59 0.20
H -5.03 -22.64 -18.13 0.19
H -0.17 -20.62 -17.79 0.25
H 0.60 -25.23 -14.33 0.05
H -4.19 -20.29 -7.96 0.20
H -7.42 -26.71 -15.64 0.30
H -8.93 -24.88 -15.28 0.31
H -2.21 -25.13 -9.81 -0.01
H -3.98 -25.76 -13.82 -0.70
H -5.09 -24.28 -8.83 0.16
H -0.09 -26.02 -12.24 -0.47
H 0.12 -28.21 -9.95 0.36
H -0.45 -24.74 -9.83 -0.21
H -3.51 -18.82 -12.10 0.27
H -1.21 -23.68 -6.86 0.15
H 2.89 -23.10 -10.97 0.27
H -4.70 -27.31 -13.63 0.22
H -1.36 -18.52 -8.88 0.25
H -2.12 -19.38 -7.57 0.23
H 2.45 -25.62 -12.72 0.33
H -3.40 -19.46 -16.04 0.16
H -4.28 -21.24 -17.33 0.19
H 1.03 -19.40 -17.51 0.15
H -4.83 -27.28 -11.27 0.13
H -4.61 -24.48 -17.52 0.15
H -3.83 -17.68 -13.32 0.21
H 1.68 -24.35 -10.67 -0.12
H 3.44 -24.58 -10.57 0.53
H -0.79 -21.53 -9.11 -0.10
H -6.98 -25.56 -16.97 0.41
H -7.85 -22.52 -14.95 0.40
H -1.88 -26.38 -12.45 -0.10
H -3.87 -18.00 -15.25 0.16
H -1.94 -27.40 -10.25 0.40
H -6.39 -23.04 -15.49 -0.12
H -5.99 -25.68 -15.65 -0.19
H 1.77 -21.31 -13.27 0.14
```

Summary:
Multiplicity = 6
Frontier orbital gap (alpha / beta) = 8.8 / 7.3 eV
Max |F| = 8.43 eV/A
Total charge = +1

Here is 3 unconnected molecules or ions with the total composition C18H54BrN6O2P4 at a distorted geometry from the OMol25 dataset. Energies are from ωB97M-V/def2-TZVPD.

The geometry in XYZ format:
```
85
Properties=species:S:1:pos:R:3:mulliken_charge:R:1
Br -4.04 -2.74 -3.95 -0.31
P 3.16 0.47 1.31 0.74
P -3.03 2.01 1.08 0.88
P 2.67 -1.32 -3.85 -0.16
P 0.63 -1.71 -3.16 1.41
O 2.34 0.54 0.00 -0.58
O -1.80 2.18 0.16 -0.73
N 2.34 -0.95 1.85 0.38
N 4.11 0.40 2.81 -0.03
N -4.04 2.84 -0.07 0.11
N 2.31 1.86 1.94 0.19
N -4.44 1.80 2.15 -0.07
N -3.14 0.31 0.74 0.48
C 3.10 0.53 -3.43 -0.68
C 2.05 -1.32 3.23 -0.91
C -1.43 -3.34 -5.31 -0.75
C 5.29 -0.49 2.68 -1.18
C -1.23 -2.17 -2.81 -0.58
C -5.18 2.25 -0.75 -1.33
C 1.46 1.83 3.13 -1.09
C -3.36 3.72 -1.04 -0.99
C 3.69 -3.99 -2.94 -0.70
C -4.04 1.37 3.51 -1.16
C 2.70 -2.17 1.11 -0.87
C -2.07 -0.50 1.36 -1.14
C -2.08 -2.30 -4.22 -0.17
C 4.73 1.70 3.21 -1.06
C -5.20 3.06 2.41 -1.08
C 1.64 2.73 0.96 -0.96
C 3.97 -2.37 -2.91 -0.30
C -4.35 -0.50 0.69 -0.93
H -2.28 -3.96 -5.87 0.31
H 0.78 -3.06 -3.64 -0.54
H -2.90 3.13 -1.85 0.32
H 5.01 -1.53 2.54 0.25
H 3.73 0.95 -4.35 0.36
H 0.70 2.28 0.60 0.31
H 4.11 -1.92 -1.82 -0.02
H 5.35 1.57 4.10 0.39
H 3.72 0.63 -2.43 0.06
H 0.54 1.27 2.97 -0.04
H -4.91 1.32 4.18 0.42
H -2.23 -0.63 2.43 0.20
H 0.17 -1.20 -4.44 -0.01
H 2.59 -4.23 -3.27 0.12
H 1.39 3.71 1.39 0.31
H -4.15 -1.50 0.29 0.37
H -4.81 -0.65 1.68 0.28
H -2.01 -1.49 0.90 0.35
H 2.71 -1.99 0.03 0.01
H -1.09 -0.02 1.22 0.24
H -1.32 -3.13 -2.13 0.28
H 5.34 2.11 2.40 0.37
H -0.69 -4.13 -4.86 0.15
H 3.68 -2.55 1.39 0.21
H -1.77 -1.30 -2.19 -0.07
H 5.00 -2.21 -3.49 0.37
H -3.61 0.38 3.52 0.25
H 1.97 -2.97 1.28 0.34
H -2.06 -1.22 -4.72 0.38
H 2.28 2.93 0.10 0.30
H 4.00 2.46 3.50 0.31
H -4.06 4.42 -1.51 0.31
H 0.46 -0.39 -2.60 -0.46
H 4.42 -4.57 -3.68 0.25
H 5.91 -0.48 3.58 0.43
H 2.94 -1.60 3.80 0.27
H -5.90 1.81 -0.06 0.42
H -6.01 2.88 3.12 0.40
H -5.76 3.02 -1.28 0.43
H -2.59 4.33 -0.56 0.30
H -4.87 1.50 -1.49 0.31
H 1.52 -0.55 3.78 0.20
H 2.07 1.12 -3.36 0.15
H -3.31 2.06 3.94 0.39
H -4.54 3.84 2.81 0.38
H 1.18 2.85 3.42 0.46
H 5.91 -0.19 1.83 0.39
H 1.99 1.45 4.00 0.49
H -5.70 3.46 1.53 0.33
H 1.05 -2.16 -1.85 -0.45
H 1.37 -2.18 3.27 0.38
H -0.84 -2.78 -6.18 0.21
H -5.11 -0.10 0.02 0.21
H 3.86 -4.52 -1.88 0.19
```

Summary:
Frontier orbital gap = 3.9 eV
Energy above the lowest of the compared OMol25 structures with the same formula, charge and spin = 861.4 kJ/mol
Max |F| = 9.47 eV/A
Total charge = -1

Here is a molecular structure, C18H54FeNO21 at a distorted geometry from the OMol25 dataset. Energies are from ωB97M-V/def2-TZVPD.

The geometry in XYZ format:
```
95
Properties=species:S:1:pos:R:3:mulliken_charge:R:1
Fe -0.73 2.29 -2.50 0.89
O 1.92 0.00 3.63 -0.50
O 3.33 3.58 -0.57 -0.41
O -3.82 -0.52 1.96 -0.59
O -1.13 -4.85 2.96 -0.58
O -1.80 -2.81 -1.81 -0.54
O 0.66 0.32 0.81 -0.24
O 0.42 3.34 0.85 -0.39
O 1.00 -3.22 1.87 -0.56
O 4.62 0.09 -1.07 -0.54
O -4.07 2.37 1.81 -0.61
O 2.05 -2.81 -3.51 -0.61
O -0.58 -1.05 -0.03 -0.34
O 1.03 1.45 -3.48 -0.39
O -0.98 -5.04 0.00 -0.39
O -0.93 0.16 5.05 -0.47
O -2.07 1.03 -3.58 -0.47
O -2.56 2.95 -1.46 -0.58
O -0.39 0.87 -0.98 1.51
O 1.69 -4.42 -1.27 -0.51
O 1.35 1.12 -6.30 -0.54
O -0.03 6.25 0.81 -0.56
N -0.12 0.10 -0.07 -0.55
C 0.85 0.17 -4.05 -0.23
C -2.72 -3.66 -1.09 -0.27
C 0.39 0.35 -5.56 -0.37
C 2.28 -2.21 -2.21 0.39
C 2.63 -3.36 -1.20 -0.94
C 1.06 5.57 1.36 -0.69
C -2.14 -5.02 -0.82 -0.51
C -1.08 -3.40 3.08 -0.04
C -3.65 2.41 -2.20 -0.46
C 3.61 1.10 -0.77 0.95
C 1.38 0.82 4.66 -0.18
C -2.85 1.74 1.70 -0.05
C 4.17 2.51 -0.93 -0.79
C 0.41 -2.98 3.13 0.47
C 0.68 4.28 1.97 -0.25
C -3.30 1.02 -2.79 -0.48
C 0.42 0.05 5.62 -0.53
C -2.87 0.35 2.52 -0.10
H 1.36 -1.81 -1.79 -0.39
H -4.69 1.83 1.32 0.40
H -4.48 2.29 -1.50 0.38
H 1.88 1.75 -3.80 0.37
H 1.01 1.76 4.27 0.03
H 1.86 -4.72 -2.17 0.31
H 2.99 -1.39 -2.24 0.47
H -3.91 3.11 -2.99 0.39
H 0.91 -2.41 1.36 0.14
H -2.08 0.17 -4.00 0.33
H -1.60 -2.96 3.93 0.39
H 2.26 0.97 -6.04 0.31
H 5.05 2.63 -0.30 0.38
H -2.91 -5.52 -0.22 0.30
H 5.11 0.01 -0.24 0.36
H -1.86 -5.55 -1.73 0.34
H 0.27 -0.61 -6.05 0.33
H -0.55 0.91 -5.56 0.23
H 1.36 0.04 2.85 0.17
H -2.11 2.37 2.19 0.17
H 2.29 1.17 5.14 0.39
H 2.86 -3.02 -0.19 0.36
H 1.86 5.50 0.61 0.22
H 0.86 -0.95 5.67 0.28
H -1.86 -0.05 2.43 -0.06
H -1.38 -2.85 2.19 -0.13
H -1.49 -2.13 -1.21 0.36
H 1.85 -0.26 -4.13 0.47
H 2.69 0.92 -1.32 -0.54
H 0.16 -0.41 -3.44 -0.05
H 0.44 0.61 6.55 0.45
H 4.43 2.68 -1.97 0.26
H 0.92 -3.48 3.95 0.39
H 0.43 -1.96 3.52 -0.57
H -3.16 0.30 -1.98 0.29
H -3.65 -3.83 -1.63 0.35
H 0.27 7.04 0.34 0.31
H -0.71 -5.00 2.12 0.36
H 0.57 2.42 1.09 -0.01
H 3.29 0.98 0.27 0.06
H -0.20 -4.85 -0.53 0.24
H -2.91 3.58 -0.82 0.30
H 3.78 4.04 0.14 0.29
H -1.51 -0.54 5.35 0.28
H -2.61 1.52 0.66 -0.11
H 1.43 6.29 2.10 0.41
H -4.11 0.73 -3.46 0.53
H 3.57 -3.87 -1.45 0.42
H 1.45 3.91 2.64 0.34
H -3.15 0.49 3.56 0.55
H 2.88 -2.96 -3.98 0.37
H -2.98 -3.01 -0.25 0.11
H -4.11 -1.15 2.62 0.33
H -0.21 4.35 2.60 0.36
```

Summary:
Multiplicity = 5
Frontier orbital gap (alpha / beta) = 6.2 / 5.3 eV
Energy above the lowest of the compared OMol25 structures with the same formula, charge and spin = 452.6 kJ/mol
Max |F| = 5.26 eV/A
Total charge = +1

Here is 8 unconnected molecules or ions with the total composition C18H54N11O8 at a distorted geometry from the OMol25 dataset. Energies are from ωB97M-V/def2-TZVPD.

The geometry in XYZ format:
```
91
Properties=species:S:1:pos:R:3:mulliken_charge:R:1
O -0.27 32.22 15.83 -0.67
O -0.74 34.40 20.67 -0.80
O -2.55 37.59 15.21 -0.40
O -7.77 34.90 21.10 -0.39
O -0.35 29.41 20.94 -0.73
O -2.46 32.50 13.46 -0.57
O -3.09 30.91 16.88 -0.91
O -7.50 33.18 14.77 -0.25
N -2.55 30.05 20.57 -0.27
N -0.59 33.86 13.55 -0.27
N -6.75 30.13 14.88 -0.63
N -0.46 33.20 17.84 0.01
N -5.25 36.50 17.48 -0.51
N 1.28 33.78 16.48 -0.43
N -2.67 35.04 21.67 -0.46
N -1.12 29.69 18.84 -0.19
N -2.77 33.60 19.94 0.47
N -2.30 34.32 12.15 -0.34
N -5.15 34.13 22.52 -0.70
C -1.31 29.65 20.18 0.58
C -5.95 31.87 22.51 -1.30
C -8.11 32.07 14.10 -0.69
C -7.53 33.84 22.05 -1.06
C -7.86 29.93 12.75 -1.77
C 0.15 33.03 16.64 0.66
C -6.14 33.26 21.81 2.02
C -7.18 30.92 13.72 0.82
C -7.84 34.41 19.75 -0.36
C -1.36 36.92 14.88 -0.43
C -4.60 38.87 16.95 -1.49
C -6.41 33.81 14.15 -0.13
C -4.56 37.40 16.54 0.26
C -1.98 34.34 20.75 0.52
C -1.81 33.47 13.09 0.44
C -3.13 36.88 16.32 -0.36
C -5.18 32.00 17.40 0.42
C -3.83 32.04 16.70 1.60
H -5.18 31.34 18.27 0.07
H -0.39 29.25 18.32 0.19
H -5.63 39.16 17.14 0.36
H -6.72 34.20 13.16 0.38
H -5.24 31.26 21.95 0.10
H -6.22 31.17 13.26 0.17
H 1.78 33.66 15.62 0.24
H -4.09 39.60 16.32 0.33
H -5.83 33.22 20.77 -1.03
H -6.32 30.86 15.44 0.02
H -3.13 34.16 11.61 0.21
H -6.84 31.25 22.35 0.38
H -5.54 35.07 22.54 0.27
H -1.81 35.20 12.13 0.18
H -5.87 31.98 23.58 0.46
H -7.43 29.74 15.52 0.34
H -5.10 37.27 15.60 0.28
H -5.95 31.68 16.69 -0.48
H -5.51 35.61 17.07 0.22
H -7.20 29.10 12.52 0.43
H -1.88 30.10 18.31 0.11
H 1.45 34.46 17.19 0.17
H -3.27 32.91 17.11 -0.50
H -8.95 31.80 14.75 0.21
H -1.29 32.61 17.84 0.01
H -2.17 35.30 22.50 0.27
H -5.94 34.63 14.68 -0.23
H -5.64 33.08 13.90 0.12
H -6.84 34.23 19.37 -0.06
H -3.94 38.95 17.83 0.31
H -0.24 33.72 18.68 0.11
H -0.04 34.57 13.11 0.18
H -1.47 35.93 14.45 -0.06
H -3.65 34.78 21.91 0.38
H -5.58 32.95 17.79 -0.42
H -2.58 37.10 17.24 0.27
H -0.19 33.37 14.35 0.09
H -8.80 29.52 13.12 0.35
H -3.16 30.14 19.77 0.22
H -3.71 33.49 20.26 -0.10
H -7.62 34.16 23.09 0.37
H -4.03 32.30 15.65 -0.54
H -0.58 36.85 15.65 0.32
H -8.10 30.39 11.78 0.39
H -4.70 36.14 18.25 0.21
H -8.49 32.54 13.18 0.34
H -2.48 33.06 19.15 -0.36
H -3.26 35.83 16.06 0.25
H -8.54 33.58 19.64 0.31
H -0.71 37.50 14.20 0.41
H -8.21 35.26 19.18 0.27
H -2.76 30.29 21.52 0.14
H -8.38 33.16 21.99 0.42
H -5.23 33.82 23.48 0.25
```

Summary:
Frontier orbital gap = 5.7 eV
Energy above the lowest of the compared OMol25 structures with the same formula, charge and spin = 0.0 kJ/mol
Max |F| = 3.47 eV/A
Total charge = -1

Q: The lowest max |F| belongs to which entry?
A: C18H54N11O8